7
Properties=species:S:1:pos:R:3 method="wB97M-V/def2-TZVPD" lumo_energy_ev=-0.02 total_energy_ev=-9614.9115 homo_lumo_gap_ev=10.54 multiplicity=1 largest_force_ev_per_a=1.6
O -1.507 0.224 0.743
C -0.291 0.064 0.163
N 0.747 0.837 0.311
O 1.680 0.558 -0.515
N 0.992 -0.719 -1.443
N -0.067 -0.827 -0.898
H -1.553 -0.138 1.639